<a>
This record from OMol25 describes a molecular structure, C3H6BrIO. The level of theory is ωB97M-V/def2-TZVPD.

HOMO energy   -9.0439 eV

Cartesian coordinates (Å):
C: 1.88018 -0.48369 0.08082
C: -1.44131 0.99575 0.28179
C: -0.07765 -0.00372 -0.28596
O: -0.53581 -1.28945 -0.43605
Br: 3.02077 1.01240 -0.04889
I: -3.28274 0.01323 -0.06869
H: 1.97557 -1.15792 -0.75621
H: 1.91279 -0.94266 1.05914
H: -1.32912 1.19569 1.34485
H: -1.38464 1.90567 -0.29451
H: 0.10826 0.39863 -1.28338
H: -0.84631 -1.64394 0.40709


<b>
This record from OMol25 describes a single C3H6BrIO molecule. The level of theory is ωB97M-V/def2-TZVPD.

HOMO energy   -9.5458 eV

Cartesian coordinates (Å):
O: -1.48120 1.04985 0.72707
C: -1.16714 0.01640 -0.05445
Br: -2.58185 -1.41319 0.02145
C: 0.22367 -0.64523 0.14595
C: 1.39144 0.38462 -0.09950
I: 3.42559 -0.65850 0.00687
H: -2.06258 1.56569 0.17199
H: -1.38110 0.21136 -1.17811
H: 0.17124 -0.99455 1.25801
H: 0.25958 -1.46214 -0.47983
H: 1.56146 0.69462 -1.09009
H: 1.64090 1.25106 0.57063


<c>
This record from OMol25 describes 3 unconnected molecules or ions with the total composition C3H6BrIO. The level of theory is ωB97M-V/def2-TZVPD.

HOMO energy (spin up / spin down)   -7.6063 / -7.6068 eV

Cartesian coordinates (Å):
C: -0.81243 -0.23685 -0.52830
C: -0.22978 1.62438 1.11632
C: 0.27681 -0.86440 -0.01207
O: 1.51893 -0.77126 -0.59727
Br: -0.53485 -3.52585 -1.50639
I: 1.75134 2.24516 0.77570
H: -0.81491 0.30829 -1.43946
H: -1.74221 -0.24969 0.01905
H: -0.88177 2.43887 0.79775
H: -0.39570 0.87342 1.90641
H: 0.55921 -1.23411 1.01822
H: 1.30536 -0.60795 -1.54997


Short version: <b> is the most stable of them.


<a>
This record from OMol25 describes a single C6H6O3 molecule. The level of theory is ωB97M-V/def2-TZVPD.

HOMO energy   -9.4091 eV

Cartesian coordinates (Å):
O: 0.22574 0.26717 2.39393
C: -0.57597 -0.00303 1.17435
C: -1.25623 0.71283 0.15946
O: -1.79599 -0.28405 -0.62202
C: -0.71916 0.36349 -1.15531
C: 0.59836 -0.51750 -1.20555
O: 1.87515 -0.01740 -1.00885
C: 1.37171 -0.58026 0.14552
C: 0.73451 0.41504 1.08903
H: -1.01068 -1.02045 1.03449
H: -1.93743 1.55622 0.34119
H: -0.93323 0.84674 -2.09698
H: 0.54168 -1.54521 -1.60468
H: 1.74822 -1.59662 0.47828
H: 1.13331 1.40303 0.87712


<b>
This record from OMol25 describes a single C6H6O3 molecule. The level of theory is ωB97M-V/def2-TZVPD.

HOMO energy   -9.5321 eV

Cartesian coordinates (Å):
C: 1.88067 1.88676 1.33044
C: 1.27777 1.01103 0.76719
C: 0.40207 -0.00213 0.18339
C: 0.88945 -1.48191 0.10986
O: 0.19988 -2.46939 0.30878
C: -1.10536 0.24036 0.33102
O: -2.01923 -0.78415 0.25804
C: -0.31401 0.46726 -1.00611
O: -0.68777 -0.48304 -1.97077
H: 2.25570 2.86046 1.59354
H: 1.99581 -1.54010 -0.09601
H: -1.46185 0.98715 1.06330
H: -1.51447 -1.62108 0.12159
H: -0.16382 1.50718 -1.28199
H: -1.63484 -0.57841 -1.71227


Short version: <b> is the most stable of them.


<a>
This record from OMol25 describes a single C6H6O3 molecule. The level of theory is ωB97M-V/def2-TZVPD.

HOMO energy   -9.6668 eV

Cartesian coordinates (Å):
O: 2.56673 0.17932 0.12934
C: 1.42849 -0.04639 -0.09005
C: 0.74424 -1.44632 -0.33205
C: -0.45289 -1.56426 0.47122
C: -1.31021 -0.35175 0.26264
O: -2.33850 -0.21177 -0.41302
C: -0.67635 0.93770 0.66094
O: -0.25638 2.05619 -0.03181
C: 0.25670 0.85358 -0.48050
H: 0.38111 -1.26769 -1.55840
H: 1.67116 -2.10100 -0.23395
H: -0.91333 -2.36583 -0.15655
H: -0.47407 -2.04525 1.45395
H: -0.15125 0.82550 1.56017
H: -0.22824 0.46905 -1.49447


<b>
This record from OMol25 describes a single C6H6O3 molecule. The level of theory is ωB97M-V/def2-TZVPD.

HOMO energy   -8.0706 eV

Cartesian coordinates (Å):
C: 2.07241 1.30152 -0.27919
C: 0.92497 0.36941 0.03205
C: 1.21000 -0.54223 0.97724
O: 0.24573 -1.69979 1.19165
C: -0.67888 -1.10522 0.30780
C: -0.48815 0.06565 -0.23486
O: -1.42582 0.35584 -1.27309
C: -2.63040 -0.39998 -0.62828
O: -1.97578 -1.55187 -0.01690
H: 2.59186 0.75908 -1.33985
H: 2.84070 1.28253 0.58479
H: 1.72855 2.36514 -0.18482
H: 2.00452 -0.49688 1.90468
H: -3.44492 -0.81951 -1.44076
H: -2.97479 0.11632 0.39953


Short version: <a> is the most stable of them.


<a>
This record from OMol25 describes a molecular structure, C3H2ClNO2S. The level of theory is ωB97M-V/def2-TZVPD.

HOMO energy   -10.4435 eV

Cartesian coordinates (Å):
C: -1.02837 0.68981 -0.38384
C: 0.32370 0.49342 -0.96906
C: 0.15758 -0.87820 -0.44097
N: -1.08540 -0.47071 0.17633
O: 1.17064 1.01767 -1.60062
O: 1.42261 -2.48162 -2.02940
S: 0.16849 -2.35771 -1.36595
Cl: -0.92342 -1.18613 -2.90300
H: -1.75461 1.47452 -0.40064
H: 1.58922 -1.20746 0.84480


<b>
This record from OMol25 describes 2 unconnected molecules or ions with the total composition C3H2ClNO2S. The level of theory is ωB97M-V/def2-TZVPD.

HOMO energy   -10.0064 eV

Cartesian coordinates (Å):
O: 0.73338 -1.93620 -1.33411
C: 0.16144 -1.33832 -0.42842
C: -0.99883 -0.45656 -0.38283
N: -1.15557 -0.60831 0.91436
C: 0.15467 -1.29610 1.09232
O: 0.91425 -1.38392 1.96922
H: -1.54658 0.07338 -1.12571
S: -0.06832 2.55574 0.05699
Cl: 0.94576 2.30170 -1.71248
H: 0.85980 2.08859 0.95067


Short version: <b> is the most stable of them.


<a>
This record from OMol25 describes a molecular structure, C2H5N2S. The level of theory is ωB97M-V/def2-TZVPD.

HOMO energy   -14.9856 eV
Net charge   +1

Cartesian coordinates (Å):
C: -0.24738 0.41942 -0.32253
C: 0.29076 -1.05175 1.35302
N: 0.98446 -0.03113 -0.02594
N: -0.76080 1.11390 -1.30378
S: -1.23126 -0.13171 1.08044
H: 0.57050 -2.02686 0.99136
H: 0.82037 -0.83309 2.25606
H: 1.34215 -0.52347 -0.81236
H: -0.08871 1.37458 -2.04970
H: -1.68009 1.69010 -1.16657


<b>
This record from OMol25 describes a gas-phase ion, C2H5N2S (charge +1). The level of theory is ωB97M-V/def2-TZVPD.

HOMO energy   -13.5193 eV
Net charge   +1

Cartesian coordinates (Å):
H: -1.86111 1.33992 -0.06813
N: -0.80605 1.36913 0.06103
C: -0.11735 0.35209 0.06260
N: -0.66088 -0.94918 -0.07353
C: 1.40242 0.51744 0.03157
S: 2.81722 -0.33818 0.05413
H: -1.42964 -0.89908 -0.69026
H: -1.00346 -1.33111 0.86042
H: 0.04662 -1.65611 -0.24045
H: 1.61222 1.59507 0.00264


<c>
This record from OMol25 describes a gas-phase ion, C2H5N2S (charge +1). The level of theory is ωB97M-V/def2-TZVPD.

HOMO energy   -14.5943 eV
Net charge   +1

Cartesian coordinates (Å):
C: 1.08501 0.16268 -0.07518
C: -1.55289 0.11648 -0.09384
N: 0.67148 -0.72455 0.85325
N: 0.30328 0.70959 -0.90915
S: -0.95246 -1.35149 0.59923
H: 2.06066 0.36321 -0.03512
H: -1.46330 0.91538 0.58820
H: -2.37095 0.10635 -0.69782
H: 1.36410 -1.21361 1.47386
H: 0.85507 0.91595 -1.70342


Short version: <a> is the most stable of them.